Entry 1:
17
Properties=species:S:1:pos:R:3:forces:R:3 method="wB97M-V/def2-TZVPD" total_charge=0 homo_lumo_gap_ev=9.96 homo_energy_ev=-8.8 smiles="C/C=C1/CC12CC2"
C -0.538114 -0.815555 -0.194711 2.9 0.5 -0.4
C -1.827649 -0.552023 -0.033739 3.6 3.6 -1.3
C 0.671327 -1.721685 -0.190466 -1.2 -2.5 2.2
C 1.656134 0.800816 0.639053 -2.7 1.8 3.0
C 1.914659 0.533375 -0.777922 0.7 1.1 -2.5
C 0.941445 -0.277083 -0.079202 -3.4 -0.8 -0.6
C -2.243731 0.911719 0.194562 -3.5 -2.1 1.0
H -2.541219 -1.254138 0.038822 -2.4 -2.6 0.2
H 0.700959 -2.434858 0.740653 0.3 1.3 -1.7
H 0.949692 -2.246607 -1.121756 -0.1 0.5 0.5
H 2.187039 0.529462 1.563187 0.6 0.2 -1.0
H 0.916914 1.699523 0.896862 1.8 -1.9 -0.7
H 1.651706 1.214206 -1.609499 -0.2 0.0 1.0
H 2.838613 0.074297 -1.060200 0.5 -0.6 0.2
H -3.346112 1.156271 -0.207986 2.5 -0.5 0.7
H -1.543332 1.665502 -0.098471 0.4 0.2 0.1
H -2.388333 0.716776 1.300809 0.1 1.7 -0.7

---

Entry 2:
17
Properties=species:S:1:pos:R:3:forces:R:3 method="wB97M-V/def2-TZVPD" total_charge=0 homo_lumo_gap_ev=10.17 homo_energy_ev=-9.3
C -0.530642 2.017589 1.089983 0.5 -2.0 0.1
C 0.344412 2.236359 0.181349 -0.1 0.6 0.3
C -0.938868 0.890515 1.898133 1.1 0.2 -1.1
C 0.297253 0.640714 0.572050 -0.5 -0.4 1.3
C 0.602046 0.158195 -1.875333 0.5 -0.5 -0.4
C 0.058855 -1.734384 -0.091784 0.2 -1.6 -1.1
C -0.093586 -0.332195 -0.597215 0.2 0.7 2.0
H -0.531291 0.776077 2.921179 -0.1 0.2 -0.7
H -1.933816 0.439713 1.770342 0.5 0.2 -0.2
H 1.238094 0.320321 1.098266 -0.9 0.7 -0.3
H 1.731025 0.266610 -1.804671 -1.3 -0.6 0.2
H 0.264224 1.178146 -1.714301 0.1 0.5 -1.8
H 0.353576 -0.386235 -2.882414 0.1 1.2 2.1
H -0.792393 -2.152402 0.512344 0.6 0.7 -0.7
H 0.924579 -1.739181 0.571344 0.4 -0.8 -0.4
H 0.150236 -2.349958 -1.056292 0.3 0.2 1.8
H -1.143703 -0.229883 -0.592982 -1.5 0.7 -1.2

---

Entry 3:
17
Properties=species:S:1:pos:R:3:forces:R:3 method="wB97M-V/def2-TZVPD" total_charge=0 homo_lumo_gap_ev=10.05 homo_energy_ev=-8.9 smiles="C1=C[C@@H]2CC[C@@H]2C1"
C -0.837147 1.277316 -0.975550 0.8 0.5 0.2
C 0.023319 0.492702 -1.612776 0.0 -0.1 -0.3
C -0.416437 1.397746 0.476916 -0.3 0.1 0.3
C 0.632436 0.283962 0.713457 -0.1 0.2 0.1
C 0.015312 -0.997448 1.300404 -0.1 -0.1 0.1
C -0.047997 -1.610896 -0.118290 0.0 -0.2 -0.1
C 0.780435 -0.402608 -0.674570 0.1 0.1 -0.1
H -1.570994 1.930514 -1.447599 0.3 0.0 0.1
H -1.249144 1.314924 1.178771 0.0 0.1 0.1
H 0.227600 0.580503 -2.666304 -0.4 -0.6 -0.4
H 0.034355 2.392756 0.598897 -0.2 -0.1 0.1
H 1.555618 0.626869 1.196887 -0.3 0.1 -0.1
H -0.943148 -0.833384 1.803324 0.1 -0.1 -0.1
H 0.672551 -1.540311 1.986362 0.0 0.1 -0.1
H 0.397580 -2.604201 -0.215955 0.0 0.1 -0.1
H -1.059456 -1.637355 -0.534002 0.2 0.0 0.0
H 1.785116 -0.671087 -1.009974 -0.1 0.1 0.1

---

Entry 4:
17
Properties=species:S:1:pos:R:3:forces:R:3 method="wB97M-V/def2-TZVPD" total_charge=0 homo_lumo_gap_ev="7.92 / 8.04" homo_energy_ev="-7.7 / -7.6"
C 0.587817 -1.295743 0.940164 0.0 0.1 0.0
C 0.211283 0.166023 0.800665 0.6 0.6 -1.7
C 1.489703 0.238034 -1.490041 1.4 -0.7 -1.1
C 0.455039 0.828664 -0.750580 -1.0 0.2 1.9
C -1.045428 0.536587 -1.034154 -0.1 0.0 0.4
C -1.262506 0.365101 0.478654 1.0 -0.3 -0.5
C -2.150700 0.345544 1.378613 -2.1 0.2 0.5
H 1.665001 -1.436308 1.059084 -0.1 0.0 0.0
H 0.071433 -1.676715 1.822311 0.1 -0.2 0.0
H 0.255968 -1.881186 0.073082 0.0 0.1 0.2
H 0.616538 0.800926 1.589621 0.0 -0.1 0.0
H 2.455539 0.726595 -1.586522 -0.1 -0.1 0.0
H 1.424819 -0.793409 -1.827284 0.0 0.2 0.0
H 0.607798 1.897175 -0.568476 -0.1 -0.1 -0.1
H -1.206479 -0.414947 -1.557541 0.1 0.2 0.1
H -1.603730 1.321061 -1.556320 0.1 -0.1 0.2
H -2.627977 0.300540 2.335987 0.3 0.0 -0.1

---

Entry 5:
17
Properties=species:S:1:pos:R:3:forces:R:3 method="wB97M-V/def2-TZVPD" total_charge=0 homo_lumo_gap_ev=8.51 homo_energy_ev=-8.2
C -1.401153 -2.427064 0.647702 0.0 0.0 0.0
C -0.008098 0.877247 0.721271 -0.1 0.1 0.2
C -0.709160 1.002406 -0.639511 -0.2 0.1 -0.1
C 0.741454 0.686060 -1.151002 0.0 -0.2 -0.3
C 1.761398 1.364085 -0.067070 0.4 0.2 0.1
C 0.798379 1.997313 0.844211 -0.1 0.1 -0.1
C 1.118051 0.028115 0.117515 0.1 -0.3 0.0
H -2.431884 -2.347059 0.292979 0.1 0.0 0.0
H -0.738546 -2.618869 -0.201295 -0.1 0.0 0.1
H -1.325470 -3.251534 1.360924 0.0 0.1 -0.1
H -1.157928 1.969809 -0.881539 0.1 -0.1 0.0
H -1.375244 0.179412 -0.926505 0.1 0.1 0.1
H 1.014949 0.341174 -2.152399 0.0 0.1 0.2
H 2.791969 1.592789 -0.335960 -0.2 0.0 0.0
H 0.469418 3.034331 0.905057 0.1 -0.2 0.0
H -1.109982 -1.492916 1.134892 -0.1 -0.2 -0.1
H 1.561845 -0.935300 0.330729 -0.1 0.2 0.0

---

Entry 6:
17
Properties=species:S:1:pos:R:3:forces:R:3 method="wB97M-V/def2-TZVPD" total_charge=0 homo_lumo_gap_ev=8.93 homo_energy_ev=-8.4 smiles="C=CC(=C)/C=C/C"
C 0.334696 -2.044043 0.010688 -0.5 0.5 -0.5
C 1.214070 -3.017492 -0.138449 1.0 -0.1 0.6
C 1.713198 -0.052705 -0.533151 0.7 -0.6 -0.3
C 0.565079 -0.572940 -0.110332 -0.5 0.0 0.3
C -0.636549 0.242270 0.254501 0.9 0.1 -0.4
C -0.751023 1.534133 -0.020467 -0.8 0.5 0.6
C -1.817949 2.500437 0.424631 -0.3 0.3 0.0
H -0.732911 -2.235431 0.067313 0.1 -0.5 0.1
H 1.036554 -4.081798 -0.147123 -0.6 0.0 0.0
H 2.275886 -2.787121 -0.134443 0.0 0.1 -0.3
H 2.579598 -0.695246 -0.650795 -0.2 -0.1 -0.3
H 1.915385 0.955485 -0.851778 -0.4 0.4 0.5
H -1.392667 -0.278705 0.828839 -0.1 0.1 0.1
H -0.023102 2.101510 -0.584381 0.4 -0.5 -0.2
H -2.405628 2.332126 1.327027 0.3 -0.7 0.1
H -1.303806 3.445002 0.611317 -0.2 0.2 -0.2
H -2.570830 2.654526 -0.353395 0.2 0.2 -0.2